39
Properties=species:S:1:pos:R:3:lowdin_charge:R:1 method="wB97M-V/def2-TZVPD" homo_energy_ev=-10.940 total_charge=+1 homo_lumo_gap_ev=4.00 e_above_lowest_kcal_mol=88.3
C 3.346 3.565 11.681 -0.076
C 3.250 2.232 11.042 -0.098
C 2.803 2.057 9.776 -0.076
C 2.770 0.951 8.864 0.151
H -0.941 1.790 5.619 0.108
C 3.394 0.742 7.589 -0.063
C 4.397 -0.037 7.154 -0.069
C 5.091 0.111 5.840 -0.057
H 3.986 3.487 12.577 0.094
H 3.811 4.250 10.963 0.095
H 2.363 3.946 11.990 0.100
H 3.553 1.380 11.636 0.122
H 2.238 2.918 9.399 0.168
H 1.745 0.655 8.773 0.130
H 2.842 1.231 6.792 0.166
H 4.760 -0.849 7.780 0.130
H 6.000 -0.495 5.849 0.091
H 4.478 -0.224 5.012 0.095
H 5.375 1.148 5.703 0.094
C -2.388 3.040 5.074 -0.087
C -1.910 1.928 6.011 -0.371
C -1.830 2.530 7.432 -0.075
C -2.613 0.578 5.869 -0.175
C -2.670 -0.278 6.978 -0.055
C -3.195 -1.549 6.860 -0.095
C -3.588 -2.046 5.632 -0.092
C -3.553 -1.206 4.516 -0.075
C -3.051 0.093 4.621 -0.033
H -2.184 2.754 4.038 0.071
H -3.457 3.279 5.153 0.093
H -1.827 3.965 5.282 0.082
H -1.846 1.810 8.263 0.050
H -0.886 3.088 7.545 0.069
H -2.634 3.239 7.663 0.087
H -2.467 0.111 7.955 0.079
H -3.227 -2.181 7.748 0.107
H -3.995 -3.050 5.538 0.105
H -3.921 -1.561 3.555 0.106
H -3.117 0.765 3.770 0.104


196
Properties=species:S:1:pos:R:3:lowdin_charge:R:1 method="wB97M-V/def2-TZVPD" homo_energy_ev=-10.501 total_charge=+8 homo_lumo_gap_ev=2.99
C 9.849 17.232 17.884 -0.033
C 10.495 18.639 17.526 -0.084
N 9.578 19.822 17.855 -0.051
C 9.525 20.451 19.046 -0.034
C 8.468 21.312 19.045 -0.012
N 7.774 21.079 17.895 -0.074
C 8.513 20.200 17.184 -0.028
C 6.462 21.633 17.511 0.030
H 9.008 17.053 17.260 0.056
H 9.711 17.132 18.975 0.093
H 10.567 16.500 17.532 0.084
H 10.617 18.823 16.414 0.143
H 11.385 18.775 18.099 0.112
H 10.359 20.417 19.784 0.158
H 8.138 22.113 19.710 0.150
H 8.373 19.819 16.202 0.163
H 6.513 22.728 17.383 0.111
H 5.717 21.397 18.278 0.110
H 6.167 21.276 16.528 0.101
C 16.638 23.087 25.864 -0.088
C 15.159 22.987 25.801 -0.152
N 14.569 23.437 27.122 -0.043
C 14.632 24.752 27.575 -0.005
C 14.023 24.810 28.769 0.010
N 13.650 23.522 29.114 -0.082
C 14.005 22.726 28.102 -0.023
C 12.842 23.107 30.259 0.036
H 16.999 24.044 26.181 0.066
H 17.073 23.010 24.829 0.110
H 17.198 22.434 26.547 0.095
H 14.756 21.943 25.690 0.136
H 14.653 23.592 24.989 0.150
H 14.965 25.574 26.958 0.148
H 13.830 25.631 29.366 0.126
H 13.957 21.593 28.060 0.196
H 12.423 22.122 30.152 0.097
H 12.013 23.777 30.279 0.102
H 13.543 23.071 31.105 0.120
C 13.060 9.305 9.308 -0.041
C 13.545 8.095 8.416 -0.154
N 12.543 7.802 7.390 -0.057
C 11.456 6.943 7.593 0.006
C 10.715 6.990 6.478 -0.013
N 11.331 7.814 5.555 -0.079
C 12.438 8.318 6.122 0.020
C 10.823 7.995 4.180 0.040
H 13.961 9.559 9.882 0.086
H 12.208 9.004 9.903 0.074
H 12.742 10.094 8.631 0.073
H 13.680 7.177 8.994 0.128
H 14.491 8.362 7.915 0.130
H 11.307 6.352 8.513 0.159
H 9.803 6.497 6.157 0.151
H 13.123 8.948 5.519 0.182
H 11.318 8.830 3.731 0.095
H 9.796 8.275 4.062 0.105
H 10.991 7.100 3.655 0.095
C 8.238 8.523 25.625 -0.065
C 7.005 9.415 25.748 -0.083
N 5.774 8.520 26.097 -0.064
C 5.032 7.797 25.262 -0.010
C 3.846 7.326 25.973 0.007
N 3.934 7.797 27.207 -0.073
C 5.118 8.547 27.232 -0.035
C 3.086 7.621 28.430 0.051
H 9.059 9.217 25.559 0.080
H 8.260 7.905 24.763 0.068
H 8.478 7.881 26.473 0.091
H 6.726 9.927 24.788 0.146
H 7.039 10.076 26.629 0.125
H 5.370 7.773 24.248 0.129
H 2.990 6.708 25.582 0.163
H 5.444 9.110 28.094 0.162
H 2.463 6.722 28.331 0.117
H 2.593 8.555 28.680 0.107
H 3.732 7.422 29.241 0.082
C 17.745 19.583 5.010 -0.073
C 18.163 20.517 3.915 -0.132
N 17.166 21.655 3.811 -0.039
C 15.778 21.510 3.653 0.015
C 15.285 22.768 3.599 0.020
N 16.325 23.622 3.998 -0.057
C 17.446 22.917 4.102 -0.030
C 16.293 25.132 4.153 0.052
H 18.541 18.796 4.987 0.103
H 16.775 19.070 4.956 0.085
H 17.845 20.046 5.990 0.084
H 18.071 20.063 2.981 0.111
H 19.115 20.972 4.057 0.121
H 15.318 20.546 3.522 0.138
H 14.281 23.093 3.515 0.132
H 18.420 23.226 4.450 0.174
H 15.899 25.408 5.139 0.103
H 15.566 25.537 3.508 0.082
H 17.294 25.575 4.056 0.109
C 33.648 6.603 9.562 -0.083
C 32.557 6.931 10.498 -0.122
N 31.156 6.859 9.750 -0.052
C 30.647 7.759 8.948 -0.016
C 29.267 7.311 8.551 0.021
N 29.190 6.045 8.931 -0.119
C 30.354 5.772 9.684 0.005
C 28.141 5.065 8.662 0.021
H 33.621 5.499 9.358 0.106
H 34.547 6.781 10.146 0.092
H 33.647 7.201 8.610 0.110
H 32.579 8.012 10.753 0.132
H 32.500 6.338 11.403 0.127
H 31.212 8.696 8.712 0.152
H 28.526 7.800 7.974 0.122
H 30.562 4.825 10.141 0.155
H 28.612 4.066 8.564 0.115
H 27.539 5.423 7.802 0.115
H 27.523 5.035 9.605 0.121
C 22.274 14.123 19.550 -0.134
C 22.146 13.258 18.336 -0.066
N 20.417 13.016 18.195 -0.119
C 19.731 13.733 17.364 -0.173
C 18.250 13.276 17.507 -0.153
N 18.163 12.345 18.316 -0.130
C 19.648 11.999 18.767 -0.427
C 16.939 11.864 18.958 -0.019
H 23.395 14.298 19.668 0.088
H 21.944 13.632 20.481 0.066
H 21.742 15.058 19.439 0.072
H 22.500 12.251 18.301 0.075
H 22.018 13.803 17.317 0.118
H 20.188 14.491 16.716 0.063
H 17.434 13.687 16.877 0.108
H 19.606 11.942 19.881 0.149
H 16.386 11.277 18.224 0.091
H 16.635 12.802 19.275 0.001
H 17.196 11.236 19.795 0.078
C 34.534 21.292 16.232 -0.062
C 34.757 22.827 16.135 -0.123
N 33.752 23.397 15.209 -0.073
C 32.911 24.397 15.434 -0.008
C 32.222 24.695 14.198 0.020
N 32.747 23.874 13.247 -0.094
C 33.686 23.138 13.863 -0.004
C 32.410 23.892 11.828 0.021
H 33.586 20.958 16.645 0.082
H 35.245 20.890 16.938 0.073
H 34.858 20.798 15.287 0.088
H 35.686 23.107 15.622 0.136
H 34.606 23.387 17.136 0.162
H 32.602 24.866 16.377 0.148
H 31.422 25.387 13.935 0.142
H 34.260 22.386 13.346 0.165
H 32.272 24.873 11.377 0.111
H 31.506 23.282 11.675 0.114
H 33.203 23.475 11.217 0.102
C 30.115 18.425 27.396 -0.072
C 30.194 17.369 28.484 -0.096
N 31.594 17.463 29.251 -0.042
C 31.935 18.270 30.255 -0.005
C 33.401 18.078 30.550 0.002
N 33.796 17.094 29.761 -0.098
C 32.736 16.755 28.917 -0.016
C 35.137 16.268 29.784 0.082
H 29.038 18.493 27.164 0.092
H 30.774 18.223 26.575 0.071
H 30.303 19.491 27.732 0.106
H 30.069 16.362 28.155 0.109
H 29.503 17.468 29.325 0.124
H 31.270 18.931 30.807 0.135
H 34.012 18.465 31.380 0.147
H 32.863 15.930 28.177 0.164
H 35.078 15.691 30.731 0.116
H 35.943 16.998 29.915 0.099
H 35.268 15.817 28.820 0.084
C 26.371 4.519 25.269 -0.079
C 26.242 3.567 26.435 -0.131
N 25.031 4.017 27.189 -0.038
C 23.728 3.904 26.733 0.042
C 22.871 4.599 27.730 0.027
N 23.718 5.012 28.713 -0.120
C 24.913 4.659 28.379 -0.058
C 23.251 5.799 29.850 0.031
H 26.195 5.566 25.590 0.094
H 25.622 4.321 24.442 0.101
H 27.367 4.381 24.842 0.087
H 27.086 3.771 27.058 0.123
H 26.141 2.588 26.089 0.116
H 23.423 3.290 25.902 0.131
H 21.786 4.886 27.693 0.154
H 25.764 4.786 29.099 0.191
H 22.330 5.308 30.254 0.125
H 22.957 6.753 29.522 0.086
H 23.958 5.843 30.696 0.118
O 19.968 10.784 18.426 0.040
C 24.311 11.144 21.573 -0.351
O 25.064 10.546 22.240 0.195
O 23.517 11.742 20.921 0.173
H 20.417 10.694 17.548 0.135
Cl 14.701 14.945 19.322 -0.874


78
Properties=species:S:1:pos:R:3:lowdin_charge:R:1 method="wB97M-V/def2-TZVPD" homo_energy_ev="-16.503 / -16.329" total_charge=+3 homo_lumo_gap_ev="4.06 / 4.47" e_above_lowest_kcal_mol=55.4
Pb 0.275 0.816 1.113 1.463
C -1.001 0.317 5.036 -0.149
C 0.508 0.523 5.081 -0.140
O 1.088 0.893 3.805 -0.246
C 2.413 0.420 3.702 -0.205
C 2.629 -1.009 3.199 -0.194
O 1.537 -1.420 2.426 -0.277
C 1.528 -2.841 2.066 -0.139
C 0.159 -3.178 1.591 -0.158
O -0.990 -2.707 2.322 -0.189
C -1.291 -3.152 3.658 -0.124
C -1.012 -2.054 4.672 -0.163
O -1.421 -0.763 4.180 -0.150
H -1.512 1.201 4.589 0.114
H -1.430 0.224 6.076 0.158
H 1.025 -0.341 5.491 0.125
H 0.676 1.391 5.750 0.152
H 2.969 0.675 4.640 0.157
H 2.936 1.116 2.974 0.122
H 2.736 -1.700 4.074 0.145
H 3.523 -1.143 2.593 0.137
H 1.823 -3.492 2.915 0.148
H 2.233 -3.053 1.283 0.128
H 0.069 -4.275 1.531 0.146
H 0.051 -2.817 0.507 0.128
H -0.701 -4.038 3.882 0.138
H -2.372 -3.412 3.701 0.150
H 0.075 -2.121 4.819 0.112
H -1.492 -2.335 5.649 0.160
O -2.321 -0.569 1.387 -0.099
N -1.958 -0.557 0.054 -0.130
C -2.979 -0.358 -0.731 -0.051
C -2.913 -0.454 -2.182 -0.192
C -4.162 -0.582 -2.849 0.013
C -4.162 -0.917 -4.206 -0.002
C -2.926 -1.163 -4.845 -0.023
C -1.695 -0.936 -4.236 -0.049
C -1.675 -0.440 -2.908 -0.291
P -0.143 0.033 -2.045 1.136
C 0.891 -1.348 -2.520 -0.381
C 2.279 -1.289 -2.795 -0.058
C 3.065 -2.456 -2.931 -0.034
C 2.502 -3.699 -2.776 -0.005
C 1.127 -3.791 -2.418 -0.005
C 0.387 -2.612 -2.293 -0.110
C 0.313 1.271 -3.343 -0.368
C -0.183 2.523 -3.133 -0.124
C 0.179 3.640 -3.930 -0.037
C 0.958 3.425 -5.050 -0.046
C 1.399 2.150 -5.375 -0.010
C 1.213 1.114 -4.417 -0.059
H -1.858 -1.313 1.795 0.036
H -3.965 -0.217 -0.242 0.160
H -5.056 -0.414 -2.304 0.114
H -5.068 -1.021 -4.790 0.127
H -2.870 -1.364 -5.921 0.131
H -0.709 -1.154 -4.773 0.149
H 2.748 -0.308 -2.823 0.109
H 4.124 -2.286 -3.137 0.129
H 3.104 -4.596 -2.980 0.139
H 0.714 -4.729 -2.111 0.116
H -0.691 -2.652 -2.076 0.119
H -0.859 2.677 -2.259 0.109
H -0.185 4.644 -3.657 0.124
H 1.208 4.217 -5.693 0.110
H 1.988 1.962 -6.260 0.124
H 1.565 0.095 -4.660 0.105
Cl 2.412 2.508 0.199 0.701
C 1.098 3.616 0.683 -0.621
C 0.003 3.076 1.360 -0.381
C -1.033 3.867 1.756 -0.688
Cl -2.442 3.278 2.495 0.847
C -0.951 5.257 1.426 -0.557
Cl -2.377 6.239 1.633 0.858
C 0.231 5.841 0.937 -0.689
Cl 0.474 7.509 0.857 0.846
C 1.273 4.996 0.570 -0.618
Cl 2.898 5.560 0.195 0.778


What did the first record say?
39
Properties=species:S:1:pos:R:3:lowdin_charge:R:1 method="wB97M-V/def2-TZVPD" homo_energy_ev=-10.940 total_charge=+1 homo_lumo_gap_ev=4.00 e_above_lowest_kcal_mol=88.3
C 3.346 3.565 11.681 -0.076
C 3.250 2.232 11.042 -0.098
C 2.803 2.057 9.776 -0.076
C 2.770 0.951 8.864 0.151
H -0.941 1.790 5.619 0.108
C 3.394 0.742 7.589 -0.063
C 4.397 -0.037 7.154 -0.069
C 5.091 0.111 5.840 -0.057
H 3.986 3.487 12.577 0.094
H 3.811 4.250 10.963 0.095
H 2.363 3.946 11.990 0.100
H 3.553 1.380 11.636 0.122
H 2.238 2.918 9.399 0.168
H 1.745 0.655 8.773 0.130
H 2.842 1.231 6.792 0.166
H 4.760 -0.849 7.780 0.130
H 6.000 -0.495 5.849 0.091
H 4.478 -0.224 5.012 0.095
H 5.375 1.148 5.703 0.094
C -2.388 3.040 5.074 -0.087
C -1.910 1.928 6.011 -0.371
C -1.830 2.530 7.432 -0.075
C -2.613 0.578 5.869 -0.175
C -2.670 -0.278 6.978 -0.055
C -3.195 -1.549 6.860 -0.095
C -3.588 -2.046 5.632 -0.092
C -3.553 -1.206 4.516 -0.075
C -3.051 0.093 4.621 -0.033
H -2.184 2.754 4.038 0.071
H -3.457 3.279 5.153 0.093
H -1.827 3.965 5.282 0.082
H -1.846 1.810 8.263 0.050
H -0.886 3.088 7.545 0.069
H -2.634 3.239 7.663 0.087
H -2.467 0.111 7.955 0.079
H -3.227 -2.181 7.748 0.107
H -3.995 -3.050 5.538 0.105
H -3.921 -1.561 3.555 0.106
H -3.117 0.765 3.770 0.104